# 1
Formula: C4H5BrO
Source: the OMol25 dataset
Level of theory: ωB97M-V/def2-TZVPD

XYZ file:
```
11
Properties=species:S:1:pos:R:3:lowdin_charge:R:1
C -1.546 1.534 0.668 -0.3036
C -0.730 2.546 0.725 -0.0112
C 2.746 -1.617 1.410 -0.1207
C 1.968 -0.780 0.777 -0.5387
O -2.295 0.651 0.528 0.1535
Br 2.900 0.660 -0.209 0.5615
H 0.257 2.589 1.155 0.0419
H -1.214 3.514 0.293 0.1083
H 2.406 -2.480 1.970 0.0553
H 3.825 -1.696 1.631 0.0706
H 0.982 -0.717 0.794 -0.0169
```

Values from the calculation:
Kohn-Sham gap, Ha: 0.373
Molar mass, g mol⁻¹: 148.99
2S+1: 1
SMILES: C=C=O.C=CBr
Net charge: 0
Energy, Eh: -2804.5740
Relative energy (zero: lowest compared OMol25 entry of this formula, charge and spin), kcal/mol: 38.15


# 2
Formula: C4H5BrO
Source: the OMol25 dataset
Level of theory: ωB97M-V/def2-TZVPD

XYZ file:
```
11
Properties=species:S:1:pos:R:3:lowdin_charge:R:1
C 0.031 -1.576 -2.357 0.0947
C 0.249 -1.658 -1.199 -0.2219
C -1.032 2.091 -0.177 -0.0598
C 0.646 -1.740 0.179 -0.1320
O -0.419 2.922 -0.625 -0.0060
Br -0.040 3.272 2.765 0.3658
H -0.393 -1.735 -3.280 0.0040
H -1.334 3.756 2.855 -0.2967
H 1.777 -1.896 0.390 0.1128
H 0.133 -2.573 0.643 0.0672
H 0.382 -0.862 0.806 0.0718
```

Values from the calculation:
Kohn-Sham gap, Ha: 0.397
Molar mass, g mol⁻¹: 148.99
2S+1: 1
Net charge: 0
Energy, Eh: -2804.5764
Relative energy (zero: lowest compared OMol25 entry of this formula, charge and spin), kcal/mol: 36.62


# 3
Formula: C4H5BrO2
Source: the OMol25 dataset
Level of theory: ωB97M-V/def2-TZVPD

XYZ file:
```
12
Properties=species:S:1:pos:R:3:lowdin_charge:R:1
C 1.741 0.048 2.570 -0.3417
C 1.337 0.557 1.164 -0.5677
C 0.308 -0.036 0.432 -0.4695
C -0.156 0.528 -0.871 -0.0433
O 2.483 0.559 3.315 0.0470
O -0.190 -1.189 0.740 0.0926
Br 2.028 2.270 0.798 0.7673
H 1.298 -0.986 2.686 0.1276
H 0.202 1.574 -1.219 0.0914
H -1.160 0.692 -0.727 0.0523
H 0.080 -0.324 -1.605 0.1228
H -0.497 -1.693 -0.009 0.1212
```

Values from the calculation:
Kohn-Sham gap, Ha: 0.333
Molar mass, g mol⁻¹: 164.99
2S+1: 1
SMILES: C/C(O)=C(\Br)C=O
Net charge: 0
Energy, Eh: -2879.8540
Relative energy (zero: lowest compared OMol25 entry of this formula, charge and spin), kcal/mol: 21.30


# 4
Formula: C4H5BrO2
Source: the OMol25 dataset
Level of theory: ωB97M-V/def2-TZVPD

XYZ file:
```
12
Properties=species:S:1:pos:R:3:lowdin_charge:R:1
C 1.604 -1.735 0.215 -0.4829
C 0.837 0.655 0.642 -0.4844
C -1.286 -0.235 -0.424 -0.1122
C -0.566 1.010 0.148 -0.4056
O 1.957 -2.195 1.235 0.1892
O 1.298 -1.331 -0.816 0.1572
Br 2.143 1.896 0.116 0.6891
H -0.919 -0.962 0.194 0.0215
H -0.931 -0.240 -1.436 0.0628
H -2.423 -0.202 -0.539 0.1078
H -1.025 1.321 1.158 0.1332
H -0.687 2.019 -0.492 0.1243
```

Values from the calculation:
Kohn-Sham gap, Ha: 0.311
Molar mass, g mol⁻¹: 164.99
2S+1: 1
Net charge: 0
Energy, Eh: -2879.7997
Relative energy (zero: lowest compared OMol25 entry of this formula, charge and spin), kcal/mol: 55.37


# 5
Formula: C4H5BrO2
Source: the OMol25 dataset
Level of theory: ωB97M-V/def2-TZVPD

XYZ file:
```
12
Properties=species:S:1:pos:R:3:lowdin_charge:R:1
C -0.257 -0.086 -0.080 0.0031
C 2.118 -1.784 -0.132 -0.4840
C 1.728 -0.453 -0.165 -0.5969
C -2.056 1.370 0.155 -0.0319
O 3.286 -2.144 -0.094 -0.0222
O -0.658 1.110 0.078 -0.1167
Br 2.683 1.091 0.113 0.7449
H -0.910 -0.940 -0.224 0.0924
H 1.281 -2.505 -0.198 0.1085
H -2.626 0.662 -0.452 0.0973
H -2.215 2.387 -0.198 0.1011
H -2.375 1.291 1.198 0.1043
```

Values from the calculation:
Kohn-Sham gap (spin up / spin down), Ha: 0.287 / 0.232
Molar mass, g mol⁻¹: 164.99
2S+1: 1
Net charge: 0
Energy, Eh: -2879.7055
Relative energy (zero: lowest compared OMol25 entry of this formula, charge and spin), kcal/mol: 114.47


# 6
Formula: C4H5BrO2
Source: the OMol25 dataset
Level of theory: ωB97M-V/def2-TZVPD

XYZ file:
```
12
Properties=species:S:1:pos:R:3:lowdin_charge:R:1
C 0.646 -1.372 -0.402 -0.2896
C 0.453 0.358 1.568 -0.3383
C -0.445 0.975 -1.015 -0.0914
C -0.157 -0.088 0.089 -0.6134
O 1.062 -1.510 -1.503 0.0793
O 1.284 -0.118 2.212 0.1178
Br -1.913 -0.862 0.857 0.6888
H 0.694 -2.171 0.317 0.1083
H -0.162 1.198 1.807 0.0940
H 0.148 1.922 -0.982 0.0906
H -1.490 1.229 -0.948 0.0419
H -0.120 0.438 -2.000 0.1119
```

Values from the calculation:
Kohn-Sham gap, Ha: 0.356
Molar mass, g mol⁻¹: 164.99
2S+1: 1
SMILES: CC(Br)(C=O)C=O
Net charge: 0
Energy, Eh: -2879.8545
Relative energy (zero: lowest compared OMol25 entry of this formula, charge and spin), kcal/mol: 20.95


Look up the 2S+1 of the fifth one. 1